Here is 9 unconnected molecules or ions with the total composition C72H159N9O12 from OMol25. Energies are from ωB97M-V/def2-TZVPD.

The value obtained for the LUMO energy is 0.0145 Ha. Its SMILES is CC1(C)CCCC(C)(C)N1O.CC1(C)CCCC(C)(C)N1O.CC1(C)CCCC(C)(C)N1O.CC1(C)CCCC(C)(C)N1O.CC1(C)CCCC(C)(C)N1O.CC1(C)CCCC(C)(C)N1O.COCCNCCOC.COCCNCCOC.COCCNCCOC. As for the HOMO-LUMO gap: 8.44 eV. As for the HOMO energy: -8.0 eV. As for the total energy: -4233.83116 a.u.

Element x y z (Å)
C: 0.7388 6.0694 -5.9539
C: 1.6351 5.1004 -5.0418
C: 3.1186 5.2138 -5.5906
C: 3.9494 6.3933 -5.2203
C: 3.8861 6.6333 -3.6934
C: 2.4256 6.6162 -3.1640
N: 1.6928 5.4385 -3.6207
O: 0.3784 5.3699 -3.1222
C: 2.5768 6.5176 -1.6325
C: 1.7037 7.9166 -3.5750
C: 1.2070 3.6031 -5.1396
H: 1.3425 6.8608 -6.3981
H: -0.0266 6.5909 -5.3792
H: 0.1109 5.6024 -6.7127
H: 3.7214 4.3186 -5.4374
H: 3.0412 5.2936 -6.6749
H: 3.4975 7.2648 -5.6939
H: 4.9584 6.3804 -5.6324
H: 4.3897 7.5793 -3.4948
H: 4.4374 5.8076 -3.2434
H: 3.2285 7.2842 -1.2135
H: 1.6536 6.5970 -1.0584
H: 3.0554 5.5709 -1.3819
H: 2.4959 8.6628 -3.6346
H: 1.2677 7.9065 -4.5739
H: 0.8893 8.2589 -2.9364
H: 0.8287 3.5225 -6.1587
H: 0.3016 3.4016 -4.5672
H: 1.9032 2.8020 -4.8914
H: 0.4337 4.5136 -2.6917
C: 2.0743 -6.3090 1.8882
C: 1.5503 -5.8834 3.2837
C: 2.7714 -5.5770 4.2358
C: 3.4690 -4.2709 4.1441
C: 2.4867 -3.0763 4.1087
C: 1.2511 -3.3184 3.1304
N: 0.6508 -4.7109 3.2868
O: -0.3625 -4.8775 2.3748
C: 0.1099 -2.4200 3.6204
C: 1.6330 -2.8883 1.6818
C: 0.7266 -6.9593 3.9818
H: 2.7258 -5.5774 1.4104
H: 1.2362 -6.3264 1.1915
H: 2.5272 -7.3004 1.8940
H: 2.4708 -5.5858 5.2835
H: 3.5204 -6.3490 4.0597
H: 4.1221 -4.3732 3.2774
H: 4.2042 -4.1537 4.9403
H: 2.9886 -2.1781 3.7488
H: 2.2312 -2.8456 5.1429
H: -0.1495 -2.6830 4.6459
H: 0.4579 -1.3906 3.7054
H: -0.8541 -2.2627 3.1367
H: 1.8046 -1.8346 1.4621
H: 2.5054 -3.3680 1.2379
H: 0.9129 -3.2196 0.9337
H: -0.0787 -7.2265 3.2977
H: 0.3218 -6.6029 4.9290
H: 1.3625 -7.7882 4.2929
H: -1.0871 -4.5830 2.9315
C: 4.8512 4.2953 6.9140
C: 4.8694 2.7711 7.2035
C: 3.9289 2.5702 8.3898
C: 2.4507 2.4970 8.0497
C: 2.1942 1.3740 7.0709
C: 2.9815 1.6400 5.7717
N: 4.4271 1.9288 6.0412
O: 5.1697 2.1096 4.8613
C: 2.9476 0.3475 5.0164
C: 2.3848 2.7967 4.8945
C: 6.3069 2.3515 7.6233
H: 5.2479 4.9129 7.7198
H: 3.8629 4.7418 6.8036
H: 5.5081 4.4094 6.0517
H: 4.1789 1.5603 8.7150
H: 4.1704 3.2812 9.1799
H: 2.0200 3.4238 7.6707
H: 1.8631 2.2631 8.9375
H: 1.1125 1.4282 6.9480
H: 2.5443 0.4960 7.6136
H: 1.8996 0.1398 4.8003
H: 3.3801 0.3109 4.0165
H: 3.3633 -0.5235 5.5230
H: 2.4481 3.8615 5.1187
H: 2.5760 2.6140 3.8371
H: 1.3070 2.6953 5.0218
H: 7.0267 2.3829 6.8054
H: 6.4435 1.3571 8.0483
H: 6.8152 2.9357 8.3904
H: 5.2374 1.2157 4.5177
C: -0.7556 -2.0204 -9.0397
C: -1.2443 -2.4017 -7.6199
C: -1.0497 -1.1657 -6.6393
C: -1.7874 -1.2258 -5.3167
C: -3.2636 -1.6048 -5.4546
C: -3.3656 -2.9116 -6.3617
N: -2.6218 -2.8233 -7.6286
O: -2.7978 -3.8983 -8.4542
C: -2.9170 -4.2078 -5.4492
C: -4.8758 -3.0975 -6.5792
C: -0.2662 -3.4717 -7.0373
H: -1.4209 -1.2676 -9.4626
H: -0.7311 -2.8717 -9.7199
H: 0.2812 -1.6841 -9.0450
H: -0.0194 -0.9357 -6.3678
H: -1.4275 -0.2858 -7.1602
H: -1.7164 -0.2578 -4.8207
H: -1.3008 -1.9427 -4.6554
H: -3.9510 -0.8316 -5.7976
H: -3.4895 -1.9996 -4.4640
H: -3.7534 -4.5574 -4.8439
H: -2.6842 -5.0817 -6.0577
H: -2.1188 -3.9497 -4.7532
H: -5.3475 -2.3642 -7.2332
H: -5.0299 -4.0723 -7.0419
H: -5.5064 -3.0943 -5.6901
H: -0.5920 -4.4120 -7.4821
H: -0.3780 -3.6943 -5.9761
H: 0.7759 -3.2877 -7.2985
H: -3.0540 -3.5010 -9.2897
C: -0.2664 -0.3401 -2.1134
C: -0.2277 0.7329 -1.0625
C: -0.5372 0.1172 0.3030
C: -0.2956 0.9845 1.5053
C: 1.1836 1.4400 1.4842
C: 1.5760 2.1722 0.1255
N: 1.1277 1.4197 -1.0687
O: 1.4447 1.9685 -2.2723
C: 0.9830 3.6080 0.0577
C: 3.1498 2.2277 0.1148
C: -1.3907 1.7227 -1.3639
H: -1.2278 -0.8509 -2.1687
H: 0.3676 -1.1931 -1.8715
H: 0.1283 0.0651 -3.0451
H: -1.5773 -0.1786 0.4404
H: 0.1305 -0.7444 0.3083
H: -0.4284 0.4055 2.4192
H: -0.9325 1.8614 1.6217
H: 1.8747 0.6307 1.7200
H: 1.1962 2.1479 2.3129
H: 1.1525 4.0746 -0.9127
H: -0.0770 3.7013 0.2939
H: 1.5265 4.2616 0.7399
H: 3.5128 2.4470 1.1190
H: 3.5024 1.2170 -0.0905
H: 3.6713 2.9138 -0.5526
H: -1.5607 2.5188 -0.6390
H: -2.3228 1.1709 -1.4851
H: -1.2848 2.3039 -2.2800
H: 2.2075 1.4395 -2.5170
C: -6.2388 -6.3618 -0.8790
C: -6.4448 -4.8381 -0.8759
C: -7.3455 -4.4749 0.3415
C: -7.4459 -2.9939 0.8383
C: -6.0182 -2.4087 0.9129
C: -5.0958 -2.7317 -0.3234
N: -5.1150 -4.2078 -0.6139
O: -4.1366 -4.4306 -1.6437
C: -5.5294 -1.7478 -1.4510
C: -3.6844 -2.3239 0.2705
C: -7.1122 -4.4565 -2.2114
H: -5.8589 -6.7005 0.0849
H: -5.6096 -6.7886 -1.6600
H: -7.2006 -6.8676 -0.9647
H: -8.3630 -4.7995 0.1238
H: -7.1526 -5.0985 1.2145
H: -7.8497 -2.9419 1.8494
H: -8.1715 -2.4891 0.2005
H: -5.6087 -2.7930 1.8471
H: -6.0758 -1.3391 1.1144
H: -5.2874 -2.1648 -2.4286
H: -6.6191 -1.7243 -1.4423
H: -5.0602 -0.7684 -1.3574
H: -3.4229 -2.7034 1.2583
H: -2.8197 -2.5426 -0.3560
H: -3.6582 -1.2368 0.3459
H: -6.6356 -4.8251 -3.1198
H: -7.0980 -3.3954 -2.4605
H: -8.1468 -4.7993 -2.1969
H: -3.5311 -5.0508 -1.2311
C: -2.6473 5.4644 -1.0497
O: -3.2112 5.9563 0.2016
C: -3.4090 7.3765 0.2234
C: -3.9082 7.7309 1.6001
N: -3.8943 9.1477 1.9493
C: -4.7539 9.9392 1.0085
C: -5.1798 11.1532 1.7076
O: -5.7872 10.8662 2.9881
C: -6.2388 12.0510 3.6207
H: -3.1280 5.8579 -1.9454
H: -2.7927 4.3850 -1.0063
H: -1.6284 5.8473 -1.1085
H: -4.1545 7.6980 -0.5039
H: -2.5657 7.9653 -0.1377
H: -3.2701 7.2261 2.3255
H: -4.9134 7.3299 1.7294
H: -4.4275 9.2988 2.7937
H: -5.7015 9.4634 0.7561
H: -4.3214 10.2132 0.0462
H: -5.9192 11.5779 1.0286
H: -4.3963 11.9022 1.8223
H: -5.3860 12.6375 3.9626
H: -6.9174 11.8886 4.4580
H: -6.7552 12.7178 2.9302
C: 6.2440 -1.1197 5.9004
O: 5.8397 -1.8400 4.7291
C: 6.4803 -1.3802 3.5625
C: 5.9216 -2.1376 2.3131
N: 6.5205 -1.6617 1.0985
C: 6.0930 -0.2354 0.8371
C: 6.3502 0.2102 -0.5723
O: 5.4799 -0.4671 -1.4604
C: 5.7319 0.0533 -2.7974
H: 7.2382 -1.3868 6.2585
H: 5.6185 -1.2402 6.7850
H: 6.2259 -0.0645 5.6279
H: 7.5479 -1.5942 3.6146
H: 6.3601 -0.2994 3.4873
H: 4.8326 -2.1801 2.3301
H: 6.1561 -3.1990 2.3939
H: 6.1664 -2.1652 0.2977
H: 6.6355 0.5120 1.4160
H: 5.0526 -0.0428 1.0990
H: 7.4148 -0.0046 -0.6647
H: 6.2440 1.2857 -0.7145
H: 5.3475 -0.5965 -3.5835
H: 6.7998 0.2120 -2.9475
H: 5.2496 1.0294 -2.8493
C: 1.5061 -4.5986 -1.6181
O: 0.4986 -5.5969 -1.6521
C: -0.7060 -5.1928 -2.2533
C: -1.6476 -6.3653 -2.0511
N: -2.0557 -6.4178 -0.6023
C: -2.7492 -7.6786 -0.2625
C: -2.7649 -8.0173 1.2515
O: -3.6249 -9.1207 1.4675
C: -3.9764 -9.3088 2.8381
H: 1.3021 -3.5278 -1.6163
H: 2.2348 -4.8231 -2.3969
H: 1.9757 -4.6829 -0.6380
H: -0.5782 -5.0772 -3.3296
H: -1.1832 -4.3002 -1.8488
H: -1.2461 -7.3428 -2.3181
H: -2.4915 -6.2724 -2.7346
H: -1.1971 -6.2754 -0.0899
H: -2.4071 -8.5604 -0.8044
H: -3.7853 -7.4942 -0.5462
H: -3.1260 -7.0760 1.6659
H: -1.7586 -8.2204 1.6180
H: -3.1521 -9.5634 3.5043
H: -4.6625 -10.1552 2.8673
H: -4.4519 -8.3739 3.1349